C2Br2F2O in the gas phase, computed with the ωB97M-V functional and the def2-TZVPD basis.

Results
Maximum force, eV Å⁻¹: 2.99
Net charge: 0
Frontier orbital gap, eV: 9.1
Energy relative to the best compared isomer or geometry (same formula, charge and spin), kcal/mol: 108.0

```
7
C2Br2F2O (the ωB97M-V functional and the def2-TZVPD basis)
C 0.6944 -0.2502 -0.1350
C -0.6214 -0.4952 -0.1912
O 1.5734 2.0435 1.1691
F -1.2483 -1.7062 -0.2427
F -1.4956 0.4828 -0.3045
Br 2.0591 -1.5509 -0.0464
Br 1.2003 1.6507 -0.3461
```

=====

A 2-piece molecular cluster, C2Br2N2O2 overall, computed with the ωB97M-V functional and the def2-TZVPD basis.

Results
Maximum force, eV Å⁻¹: 3.62
Net charge: 0
Frontier orbital gap, eV: 7.4
SMILES: O=NC#CN=O.BrBr
Energy relative to the best compared isomer or geometry (same formula, charge and spin), kcal/mol: 46.5

```
8
C2Br2N2O2 (the ωB97M-V functional and the def2-TZVPD basis)
C 0.9232 -0.5435 -0.2343
C 1.1832 0.0257 -1.4267
N 0.4467 -0.7056 0.8163
N 1.4546 0.7166 -2.3299
O 2.0572 1.2127 -3.1978
O 0.1408 -1.0458 1.8865
Br 4.2705 -0.7597 -0.2793
Br 5.0237 0.6445 1.4501
```

=====

C2Br4O as an isolated structure, computed with the ωB97M-V functional and the def2-TZVPD basis.

Results
Maximum force, eV Å⁻¹: 2.94
Net charge: 0
Frontier orbital gap, eV: 8.0
Energy relative to the best compared isomer or geometry (same formula, charge and spin), kcal/mol: 64.4

```
7
C2Br4O (the ωB97M-V functional and the def2-TZVPD basis)
C -1.3732 -0.8953 0.8319
C 1.4062 0.2731 -1.2337
O -1.2125 -0.8697 -0.3200
Br -0.7064 -2.3124 1.9954
Br 0.5825 0.9373 -2.7374
Br -2.3961 0.2695 1.7188
Br 3.0307 1.0627 -0.9087
```

=====

A 2-piece molecular cluster, C2BrF3O overall, computed with the ωB97M-V functional and the def2-TZVPD basis.

Results
Maximum force, eV Å⁻¹: 1.54
Net charge: 0
Frontier orbital gap (spin up / spin down), eV: 8.8 / 8.3
Energy relative to the best compared isomer or geometry (same formula, charge and spin), kcal/mol: 50.2

```
7
C2BrF3O (the ωB97M-V functional and the def2-TZVPD basis)
C -1.7196 -0.9223 -0.0294
C 1.3230 0.5595 -0.0566
O -1.8156 -2.0514 0.1721
F 1.8509 0.2246 1.1129
F 1.8897 -0.2302 -0.9987
F 1.5022 1.8675 -0.2437
Br -3.0306 0.5524 0.0434
```

=====

| no. | total energy (a.u.) |
| --- | --- |
| 1 | -5499.0249 |
| 2 | -5484.0086 |
| 3 | -10447.3814 |
| 4 | -3024.9436 |